Record 1
C21H30ClN3O4PSTeTi as an isolated structure at a distorted geometry, computed with wB97M-V/def2-TZVPD.

Results
**E_HOMO (spin up / spin down)**: -7.1 / -7.6 eV
**LUMO energy (spin up / spin down)**: -0.54 / -0.73 eV
**Orbital gap (spin up / spin down)**: 0.240 / 0.254 Eh
**Multiplicity**: 2

```
63
Properties=species:S:1:pos:R:3:forces:R:3
Ti -0.2676 0.7673 -0.2379 -0.58 -1.21 0.03
C 0.5088 5.0211 0.2294 0.05 0.13 0.03
C -0.0424 3.6934 -0.1553 -0.60 0.30 -0.17
N 0.6394 2.6193 -0.2872 0.92 0.55 0.18
N 2.0095 2.6670 -0.1064 -0.15 -0.14 -0.02
C 2.4413 1.4325 -0.1693 0.32 -0.07 -0.23
O 1.6598 0.4144 -0.2987 -0.22 0.05 0.15
C 3.8929 1.1521 -0.1938 -0.02 0.21 0.07
C 4.3366 -0.0554 -0.7237 0.06 0.06 0.05
C 5.6955 -0.3148 -0.7957 -0.03 0.01 0.01
C 6.6073 0.6227 -0.3358 0.04 -0.03 -0.02
C 6.1630 1.8257 0.1934 0.05 -0.01 0.01
C 4.8092 2.0946 0.2605 0.01 -0.01 0.01
C -1.4672 3.4828 -0.4827 0.33 0.66 -0.06
C -2.4168 4.5038 -0.4498 0.13 -0.28 -0.09
C -3.6842 4.2384 -0.9313 0.04 -0.20 -0.03
C -3.9550 2.9769 -1.4536 -0.02 0.12 0.00
C -2.9691 2.0093 -1.4207 -0.21 -0.13 0.02
N -1.7619 2.2472 -0.9157 0.16 -0.06 0.37
H 1.5804 4.9489 0.3900 -0.03 -0.06 -0.02
H 0.0407 5.3797 1.1479 -0.04 -0.02 0.03
H 0.3210 5.7666 -0.5448 -0.04 0.00 -0.05
H 3.6203 -0.7810 -1.0788 -0.09 -0.04 -0.02
H 6.0362 -1.2519 -1.2114 0.05 -0.06 -0.03
H 7.6669 0.4188 -0.3911 0.08 -0.02 0.00
H 6.8749 2.5538 0.5526 0.06 0.06 0.03
H 4.4557 3.0294 0.6677 -0.07 0.06 0.01
H -2.1490 5.4772 -0.0713 0.02 0.07 0.02
H -4.4438 5.0063 -0.9168 -0.06 0.03 -0.03
H -4.9178 2.7406 -1.8792 -0.06 0.00 -0.02
H -3.1270 1.0098 -1.8106 -0.09 0.07 0.06
Cl 0.2123 -0.4481 2.5161 -0.15 0.31 0.01
C -0.3712 1.1878 1.8734 0.13 -0.38 0.18
H 0.3209 1.9154 2.3159 -0.25 -0.12 -0.05
H -1.3817 1.3067 2.2850 0.24 0.06 -0.05
C -5.1656 -3.0739 -1.3361 -0.02 -0.03 0.00
C -4.5866 -1.7259 -0.9788 0.05 0.16 -0.06
O -3.4208 -1.4520 -1.7965 0.19 -0.09 0.31
P -1.9682 -1.5270 -1.1162 -0.17 0.17 0.26
O -1.8711 -0.5418 0.0625 0.07 -0.14 -0.43
Te -0.4053 -0.8439 -2.7255 0.03 -0.12 -0.19
O -1.9169 -3.0136 -0.5547 -0.23 0.12 -0.09
C -1.4576 -3.4019 0.7737 0.05 0.03 -0.23
C -2.5236 -3.2007 1.8225 0.04 -0.02 0.00
H -6.0885 -3.2409 -0.7808 -0.04 -0.01 0.04
H -4.4662 -3.8741 -1.0983 0.03 0.03 0.01
H -5.3935 -3.1236 -2.4003 0.01 0.04 -0.01
H -4.3136 -1.6578 0.0778 -0.05 -0.05 -0.04
H -5.2894 -0.9139 -1.1929 0.06 -0.14 0.03
H -0.5448 -2.8505 0.9915 -0.09 0.00 0.12
H -1.2077 -4.4586 0.6573 -0.02 0.09 0.03
H -2.6919 -2.1440 2.0112 -0.01 0.11 -0.03
H -2.1929 -3.6560 2.7556 0.05 -0.02 0.06
H -3.4599 -3.6772 1.5345 -0.06 -0.04 -0.06
C 1.9127 -4.5640 0.2258 -0.02 -0.14 0.03
S 1.8916 -2.7726 0.0819 0.20 0.04 -0.20
C 2.9633 -2.3573 1.4600 0.07 -0.04 0.19
H 1.5093 -4.9010 1.1809 -0.04 0.05 0.06
H 2.9147 -4.9725 0.1074 0.08 0.05 -0.02
H 1.2876 -4.9641 -0.5699 -0.04 0.02 -0.06
H 3.9584 -2.7858 1.3390 0.00 -0.02 -0.07
H 2.5405 -2.6882 2.4084 -0.05 -0.03 0.01
H 3.0480 -1.2753 1.4899 -0.03 0.08 -0.03
```
Positions in Å, forces in eV/Å.

Atom charges from the Löwdin analysis, given in e for atoms 1 to 4:
1. Ti 0.6919
2. C -0.0110
3. C -0.2591
4. N -0.0773


Record 2
C21H30CrN2Si as an isolated structure at a distorted geometry, computed with wB97M-V/def2-TZVPD.

Results
**E_HOMO (spin up / spin down)**: -4.7 / -6.8 eV
**LUMO energy (spin up / spin down)**: 0.34 / 0.29 eV
**Orbital gap (spin up / spin down)**: 0.185 / 0.262 Eh
**Multiplicity**: 5

```
55
Properties=species:S:1:pos:R:3:forces:R:3
C 0.4803 1.5282 0.7864 -0.38 1.04 -0.68
C 0.9458 1.7182 -0.5661 -0.32 1.46 0.62
C -0.1985 1.7573 -1.4278 -0.06 0.41 0.65
H 1.9722 1.9455 -0.8590 -0.37 -0.21 0.08
C -1.3746 1.5499 -0.6233 0.12 1.27 0.63
C -0.9584 1.4271 0.7496 0.19 1.44 -0.52
H -1.6142 1.4187 1.6202 0.20 -0.24 -0.29
H 1.0922 1.6026 1.6892 -0.23 -0.26 -0.38
H -0.1961 2.0511 -2.4782 0.03 -0.48 0.35
H -2.4063 1.6203 -0.9775 0.44 -0.14 0.13
Cr -0.0946 -0.2054 -0.4552 0.11 -1.41 -1.18
C -0.2166 -1.4633 -2.0849 0.28 0.76 1.81
H -1.1225 -0.9695 -2.4984 0.82 -0.49 -0.38
H -0.3184 -2.5491 -2.0236 -0.05 0.10 -0.15
H 0.7881 -1.1605 -2.4629 -1.01 -0.43 -0.32
Si -0.0008 -0.8345 -4.6975 0.09 -1.51 -0.56
C 1.5178 -1.1466 -5.7444 -0.05 0.12 0.01
C 2.4410 -0.1017 -5.9000 0.15 -0.70 -0.55
H 2.2530 0.8563 -5.4163 0.13 -0.18 -0.06
C 3.5620 -0.2886 -6.7152 -0.08 -0.03 -0.02
H 4.2604 0.5383 -6.8643 -0.11 -0.32 0.03
C 3.7626 -1.5151 -7.3594 -0.38 -0.11 0.19
H 4.6368 -1.6590 -7.9945 -0.22 0.04 0.14
C 2.8329 -2.5608 -7.2033 0.04 0.38 0.05
H 2.9697 -3.5015 -7.7345 0.08 0.18 0.12
C 1.7095 -2.3794 -6.3921 0.42 0.54 -0.17
H 0.9595 -3.1684 -6.2806 0.32 0.20 -0.01
C -1.3865 -0.1920 -5.7682 -0.60 -0.30 -0.49
C -1.1918 0.1091 -7.1333 -0.32 0.58 0.41
H -0.3985 -0.3856 -7.7002 0.02 0.44 0.31
C -2.0171 1.0535 -7.7567 -0.31 -0.25 0.15
H -1.8141 1.3579 -8.7857 -0.13 -0.13 0.27
C -3.1044 1.6048 -7.0621 0.34 -0.22 0.20
H -3.7209 2.3702 -7.5300 0.12 -0.16 0.08
C -3.4132 1.1479 -5.7734 0.05 -0.38 -0.18
H -4.2949 1.5220 -5.2520 0.15 -0.11 -0.20
C -2.5913 0.1991 -5.1511 0.20 0.61 -0.55
H -2.8754 -0.2354 -4.1885 0.22 0.44 -0.08
H 0.3960 0.3320 -3.8904 -0.12 0.09 0.02
H -0.3353 -2.1772 -4.0809 0.02 0.52 -1.43
N -1.4439 -1.4000 0.5819 -1.76 -1.64 1.33
C -1.2182 -1.7929 2.0301 -0.82 0.05 -0.96
C 0.2351 -1.6453 2.4216 0.11 -0.11 0.62
C 1.2040 -2.2454 1.4176 0.76 0.45 -0.53
N 1.5247 -1.2145 0.3791 1.61 -0.98 0.67
H -1.5691 -2.2493 0.0215 0.31 0.27 0.20
H -2.3616 -0.9482 0.5019 0.44 -0.04 0.15
H -1.8546 -1.1456 2.6451 0.19 -0.22 0.00
H -1.5692 -2.8341 2.1424 0.24 0.38 0.24
H 0.4758 -0.5818 2.6100 -0.03 -0.49 -0.21
H 0.3719 -2.1691 3.3737 -0.04 0.11 0.02
H 2.1421 -2.5369 1.9068 -0.28 -0.18 0.07
H 0.7933 -3.1357 0.9146 0.05 0.34 0.15
H 2.1797 -0.5267 0.7744 -0.41 -0.35 -0.03
H 2.0365 -1.6253 -0.4032 -0.17 -0.15 0.20
```
Positions in Å, forces in eV/Å.

Atom charges from the Löwdin analysis, given in e for atoms 1 to 4:
1. C -0.2078
2. C -0.1901
3. C -0.1765
4. H 0.1048


Record 3
C21H30F8IInO8PSi as an isolated structure at a distorted geometry, computed with wB97M-V/def2-TZVPD.

Results
**Net charge**: -1
**E_HOMO**: -5.7 eV
**LUMO energy**: 1.91 eV
**Orbital gap**: 0.280 Eh

```
71
Properties=species:S:1:pos:R:3:forces:R:3
C -0.0345 -4.0988 -0.8273 0.14 0.15 0.13
Si 0.8761 -3.3552 0.6332 0.01 0.03 0.06
C 0.6716 -4.5206 2.0974 -0.03 0.07 -0.10
C 2.7289 -3.1604 0.3183 -0.42 0.05 -0.35
C 3.2432 -3.8884 -0.9363 0.14 0.24 0.88
C 4.5767 -3.3303 -1.4102 -0.45 0.29 -0.67
F 5.2860 -4.3822 -1.9736 0.13 -0.17 -0.18
F 5.3341 -2.9448 -0.3280 0.24 -0.07 0.40
In 4.3072 -1.5998 -2.8033 0.08 0.52 0.37
C 6.3564 -0.9188 -3.4855 0.53 -1.06 0.01
C 7.0507 -0.3817 -2.3342 -0.55 0.02 -0.52
O 6.8547 0.6462 -1.8016 0.10 1.11 0.73
I 8.6652 -1.6278 -1.5072 0.28 -0.37 0.13
P 2.8045 -2.3322 -4.7330 -0.43 0.03 0.33
O 1.3646 -2.1711 -4.4194 -0.18 0.01 0.22
O 3.1346 -1.6256 -6.1643 0.31 -0.33 0.05
O 3.0738 -3.9239 -5.0294 0.29 0.32 -0.33
C 0.1973 -1.6428 1.0333 0.03 -0.23 0.25
C 0.7059 -0.9953 2.1696 -0.40 0.17 -0.39
C 0.2919 0.2880 2.5050 0.04 -0.40 -0.35
C -0.6437 0.9277 1.6991 -0.08 0.07 0.06
C -1.1744 0.2967 0.5794 0.30 -0.32 0.13
C -0.7505 -0.9849 0.2448 0.39 -0.03 0.48
H -1.0624 -4.3532 -0.5844 -0.20 0.07 0.12
H 0.4516 -5.0232 -1.1291 0.13 -0.12 -0.12
H -0.0421 -3.4185 -1.6765 0.04 0.01 -0.20
H 1.2616 -5.4132 1.8985 0.11 -0.18 -0.01
H 1.0235 -4.1020 3.0370 0.10 0.14 0.09
H -0.3568 -4.8369 2.2461 -0.22 0.00 -0.02
H 3.2604 -3.4744 1.2113 0.25 -0.11 0.09
H 2.9341 -2.0974 0.2092 -0.01 0.23 -0.02
H 3.3612 -4.9488 -0.7128 -0.04 -0.23 -0.15
H 2.5076 -3.7521 -1.7236 -0.03 -0.24 -0.31
H 3.5221 -0.2292 -2.0281 0.07 -0.20 -0.10
H 6.8816 -1.8030 -3.8292 -0.07 -0.04 -0.32
H 6.3101 -0.1561 -4.2522 -0.25 0.22 -0.12
H 3.9208 -1.0821 -6.0450 0.07 0.02 -0.17
H 2.5550 -4.3786 -4.3566 -0.09 -0.24 -0.07
H 1.4333 -1.5031 2.7864 0.15 -0.02 0.12
H 0.7164 0.7703 3.3704 -0.06 0.21 0.13
H -0.9571 1.9284 1.9613 -0.07 0.10 -0.02
H -1.9065 0.7802 -0.0411 -0.11 0.23 -0.08
H -1.1287 -1.4919 -0.6283 -0.19 0.07 -0.20
C -7.2019 2.0856 -3.8287 -0.07 -0.10 0.21
C -5.8096 2.5521 -3.4640 -0.09 0.09 -0.45
O -5.6156 2.5437 -2.0368 0.07 0.03 0.12
C -5.2997 1.3700 -1.5060 -0.02 0.10 -0.24
O -5.1707 0.3332 -2.0819 -0.01 -0.11 0.07
C -5.0660 1.5323 0.0060 -0.05 -0.05 0.20
F -6.0209 2.2861 0.5700 0.03 -0.01 -0.02
F -3.8866 2.1305 0.2177 -0.05 0.08 0.02
F -5.0582 0.3511 0.6078 0.03 0.02 -0.02
H -7.9523 2.6871 -3.3146 0.01 0.06 -0.06
H -7.3567 2.1736 -4.9034 0.02 0.02 -0.02
H -7.3535 1.0455 -3.5423 0.06 -0.02 -0.05
H -5.6570 3.5856 -3.7670 0.01 0.04 0.15
H -5.0434 1.9445 -3.9427 0.01 -0.10 0.12
C -2.4113 5.3509 3.2077 -0.07 -0.16 0.17
C -1.0991 5.8004 3.8123 -0.09 0.20 -0.43
O -1.0128 5.4304 5.2038 0.07 0.01 0.13
C -0.6366 4.1816 5.4395 -0.06 0.21 -0.24
O -0.3705 3.3511 4.6256 0.06 -0.20 0.06
C -0.5475 3.9451 6.9578 -0.05 -0.08 0.09
F -1.6062 4.4629 7.5928 0.03 -0.02 0.02
F 0.5564 4.5292 7.4438 0.00 0.02 0.02
F -0.4896 2.6468 7.2256 0.01 0.01 0.01
H -3.2504 5.7435 3.7830 0.01 0.07 -0.04
H -2.4916 5.7062 2.1812 0.02 0.02 -0.01
H -2.4893 4.2641 3.2024 0.06 0.00 -0.06
H -1.0183 6.8851 3.8000 0.00 0.00 0.16
H -0.2472 5.3927 3.2705 0.01 -0.12 0.09
```
Positions in Å, forces in eV/Å.

Atom charges from the Löwdin analysis, given in e for atoms 1 to 4:
1. C -0.1729
2. Si 0.5930
3. C -0.1774
4. C -0.2345


Record 4
The molecule C21H30N2O3S2, computed with wB97M-V/def2-TZVPD.

Results
**Structure (SMILES)**: CCOC(=O)Cc1csc(SCC(=O)N[C@H](C)[C@]23C[C@H]4C[C@H](C[C@H](C4)C2)C3)n1
**E_HOMO**: -8.1 eV
**LUMO energy**: 0.59 eV
**Orbital gap**: 0.321 Eh

```
58
Properties=species:S:1:pos:R:3:forces:R:3
C -2.2549 -3.8600 -1.0048 -0.24 0.32 0.05
C -2.6598 -2.4324 -1.3408 0.50 -0.18 -0.03
H -1.8935 -1.7249 -1.0107 -0.11 -0.01 -0.11
H -2.8307 -2.3121 -2.4121 0.04 0.05 0.14
O -3.9034 -2.0659 -0.7364 -0.27 -0.06 -0.27
C -3.8910 -1.7582 0.5554 -0.30 -0.06 0.42
O -2.9374 -1.8626 1.2803 0.08 -0.06 0.04
C -5.2381 -1.1900 0.9735 0.25 0.06 -0.11
C -5.2858 0.1739 0.3589 -0.85 0.06 -0.45
C -6.1829 0.6379 -0.5497 0.13 0.12 0.16
S -5.7571 2.2287 -1.0730 0.49 -0.32 0.45
C -4.3684 2.1314 -0.0093 -0.57 0.09 -0.32
N -4.2784 1.0363 0.6584 0.45 0.07 0.31
S -3.2231 3.4183 0.1129 0.46 0.42 0.20
C -1.9585 2.5344 1.0658 -0.54 0.16 -0.47
H -2.4385 2.1070 1.9458 0.14 -0.01 0.02
H -1.2220 3.2825 1.3591 -0.01 0.00 0.02
C -1.3027 1.4314 0.2292 -0.05 0.30 0.44
O -1.6195 1.1773 -0.9097 0.00 -0.09 -0.40
N -0.3173 0.8106 0.9021 0.31 -0.23 0.21
H -0.1718 1.0202 1.8764 -0.14 0.10 -0.03
C 0.4815 -0.2661 0.3438 0.19 -0.14 -0.07
C 0.3450 -1.4932 1.2413 -0.07 0.14 -0.21
H -0.7102 -1.6991 1.4044 0.00 -0.04 -0.01
H 0.7962 -2.3646 0.7776 0.11 -0.14 0.01
H 0.8132 -1.3259 2.2082 0.10 -0.03 0.15
H 0.0328 -0.4828 -0.6326 0.08 0.04 0.11
C 1.9366 0.2092 0.0845 -0.45 -0.09 -0.03
C 2.7388 -0.9101 -0.5891 0.10 0.12 0.07
H 2.2341 -1.2215 -1.5065 -0.09 -0.07 -0.07
C 4.1531 -0.4282 -0.9118 0.16 -0.23 -0.15
C 4.0907 0.7698 -1.8560 -0.02 0.00 0.06
C 3.3092 1.8954 -1.1828 -0.02 0.23 -0.17
C 4.0110 2.3053 0.1103 -0.02 -0.05 -0.02
C 4.0728 1.1030 1.0500 0.15 0.12 0.27
C 2.6561 0.6241 1.3725 0.09 -0.05 -0.11
H 2.1087 1.4309 1.8659 -0.06 0.05 0.07
H 2.7147 -0.2204 2.0617 -0.04 -0.04 0.08
C 4.8572 -0.0245 0.3823 -0.07 0.01 -0.01
H 5.8746 0.3084 0.1655 0.07 -0.01 0.01
H 4.9223 -0.8832 1.0548 0.04 -0.05 0.04
H 4.5729 1.3930 1.9817 -0.04 -0.02 -0.06
H 3.4662 3.1242 0.5862 0.00 0.07 0.03
H 5.0212 2.6586 -0.1080 0.05 0.06 0.01
C 1.8951 1.4160 -0.8633 0.16 -0.01 0.00
H 1.3775 1.1404 -1.7844 -0.09 -0.02 -0.05
H 1.3314 2.2303 -0.4030 -0.05 0.02 0.00
H 3.2530 2.7568 -1.8575 0.00 -0.05 0.03
H 5.1011 1.1077 -2.0972 0.05 0.01 -0.06
H 3.6006 0.4838 -2.7891 0.00 -0.01 -0.08
H 4.7086 -1.2428 -1.3907 -0.04 0.04 0.03
H 2.8038 -1.7752 0.0725 -0.04 -0.09 0.02
H -7.0515 0.1511 -0.9420 -0.20 -0.17 -0.08
H -6.0504 -1.8050 0.5914 0.01 -0.04 0.04
H -5.2730 -1.1268 2.0612 0.02 -0.07 -0.07
H -1.3404 -4.1100 -1.5350 0.11 -0.06 -0.08
H -3.0380 -4.5537 -1.3019 -0.03 -0.10 -0.05
H -2.0816 -3.9586 0.0637 0.04 -0.04 0.04
```
Positions in Å, forces in eV/Å.

Atom charges from the Löwdin analysis, given in e for atoms 1 to 4:
1. C -0.0595
2. C -0.1951
3. H 0.1040
4. H 0.1279


What are the total energy values for these records? In order: -3600.8392; -2261.5225; -3337.9348; -1949.9015 hartree.
What are the energy relative to the best compared isomer or geometry (same formula, charge and spin) values for these records? In order: 8.9; 19.2; 6.8; 0.0 kcal per mole.